1.
Below is an isolated ion of composition C10H12NO4 and charge +1 in a non-equilibrium geometry, with properties calculated with wB97M-V/def2-TZVPD.

Each line ends with the Löwdin charge.
Atoms and positions in Å:
1 C -1.19 -1.27 2.85  0.0021
2 C -0.10 -0.43 3.12  -0.0300
3 C -1.57 -1.37 1.52  -0.0338
4 C 0.55 0.22 2.10  -0.0163
5 C -0.85 -0.87 0.49  -0.2091
6 C 0.30 -0.08 0.75  -0.0587
7 C -1.18 -1.48 -0.78  0.0025
8 C 1.07 -1.31 -2.22  -0.0785
9 C 0.69 0.10 -1.96  -0.3830
10 C 0.98 0.58 -0.51  -0.3921
11 N 0.48 2.05 -0.41  0.2740
12 O -2.46 -1.52 -1.17  0.0466
13 O 0.46 -1.74 -3.23  0.0307
14 O -0.59 0.57 -2.29  -0.0417
15 O 2.34 0.50 -0.35  0.0498
16 H -1.57 -1.72 3.66  0.0809
17 H 0.12 -0.23 4.11  0.0957
18 H -2.38 -2.10 1.24  0.1439
19 H 1.40 0.85 2.41  0.1337
20 H 1.53 0.71 -2.44  0.1829
21 H 0.89 2.78 -0.98  0.1730
22 H 0.34 2.36 0.60  0.2028
23 H -0.43 1.91 -0.86  0.1473
24 H -3.12 -1.09 -0.53  0.1516
25 H 0.73 -2.76 -3.39  0.2235
26 H -0.77 0.09 -3.21  0.1914
27 H 2.72 0.06 -1.13  0.1108

Calculated values
- net charge = +1
- HOMO energy (eV) = -11.674
- orbital gap (Eh) = 0.3009
- E_LUMO (eV) = -3.49
- max |F| (eV Å⁻¹) = 4.76

=====

2.
Below is an isolated ion of composition C10H12NOS and charge +1 in a non-equilibrium geometry, with properties calculated with wB97M-V/def2-TZVPD.

Each line ends with the Löwdin charge.
Atoms and positions in Å:
1 C 2.78 -1.44 -1.03  0.0000
2 C -3.10 -0.14 -1.10  -0.1882
3 C 2.09 -0.19 -1.07  0.0438
4 C -1.92 0.54 -0.94  -0.1423
5 C 2.37 -2.06 0.03  -0.1036
6 C -3.29 -1.22 -0.32  -0.3373
7 C 1.28 -0.20 -0.03  -0.2418
8 C -1.12 0.09 0.05  -0.3989
9 C 0.34 2.13 0.06  0.0210
10 C 0.24 0.67 0.53  -0.3528
11 N 0.31 0.48 2.07  0.3160
12 O 1.45 -1.38 0.70  0.0206
13 S -1.89 -1.39 0.70  1.0382
14 H 3.49 -1.88 -1.64  0.1046
15 H -3.94 0.05 -1.81  0.1396
16 H 2.15 0.60 -1.71  0.1107
17 H -1.78 1.32 -1.55  0.0785
18 H 2.68 -2.93 0.47  0.1183
19 H -3.98 -2.00 -0.07  0.0681
20 H -0.09 2.94 0.77  0.1357
21 H -0.30 2.36 -0.87  0.1161
22 H 1.33 2.36 -0.12  0.0596
23 H -0.63 0.31 2.34  0.1291
24 H 0.65 1.29 2.49  0.1483
25 H 0.88 -0.31 2.08  0.1168

Calculated values
- net charge = +1
- HOMO energy (eV) = -12.306
- orbital gap (Eh) = 0.3432
- SMILES string = C[C@]([NH3+])(c1ccco1)c1cccs1
- E_LUMO (eV) = -2.97
- max |F| (eV Å⁻¹) = 4.49

=====

3.
Below is one molecule with the formula C10H12O in a non-equilibrium geometry, with properties calculated with wB97M-V/def2-TZVPD.

Each line ends with the Löwdin charge.
Atoms and positions in Å:
1 C 0.35 -0.67 1.53  -0.0824
2 C -0.70 1.52 0.45  0.0020
3 C -0.79 -2.83 0.26  -0.1241
4 C 0.44 0.67 0.96  -0.2372
5 C -0.72 -1.29 0.62  -0.2293
6 C -0.78 -1.66 -1.67  -0.0450
7 C 0.18 0.65 -0.51  -0.3534
8 C -0.49 -0.72 -0.75  -0.0990
9 C 1.22 1.31 -1.32  0.0806
10 C 1.48 2.77 -1.02  -0.1564
11 O -1.22 -2.83 -1.10  -0.0822
12 H 1.22 -1.20 1.32  0.1110
13 H 0.14 -0.62 2.61  0.1330
14 H -1.72 1.15 0.49  0.1146
15 H -0.58 2.59 0.52  0.0900
16 H 0.12 -3.44 0.27  0.1232
17 H -1.43 -3.32 1.07  0.1397
18 H 1.26 1.28 1.28  0.1392
19 H -1.69 -1.03 0.97  0.1334
20 H -0.74 -1.77 -2.72  0.1197
21 H 1.24 3.25 -0.12  0.0247
22 H 0.69 3.18 -1.76  0.1269
23 H 2.50 3.02 -1.39  0.0713

Calculated values
- HOMO energy (eV) = -7.877
- orbital gap (Eh) = 0.3061
- E_LUMO (eV) = 0.45
- max |F| (eV Å⁻¹) = 3.63

=====

4.
Below is a 2-piece molecular cluster, C10H12O2S3 overall in a non-equilibrium geometry, with properties calculated with wB97M-V/def2-TZVPD.

Each line ends with the Löwdin charge.
Atoms and positions in Å:
1 C -2.77 -0.89 2.35  -0.0937
2 C -2.35 0.40 2.02  -0.0856
3 C -1.01 0.62 1.65  -0.0757
4 C -0.16 -0.49 1.54  -0.3095
5 S 1.58 -0.22 1.08  0.6143
6 O 2.32 0.31 2.21  -0.3975
7 O 2.11 -1.40 0.43  -0.4192
8 C -0.54 -1.75 2.00  -0.0726
9 C -1.87 -1.95 2.37  -0.0798
10 H -3.79 -1.10 2.62  0.0962
11 H -3.07 1.23 2.08  0.1058
12 H -0.65 1.66 1.47  0.1150
13 H 0.26 -2.50 2.07  0.1197
14 H -2.12 -2.96 2.67  0.1023
15 C 3.36 2.92 -3.11  -0.2902
16 C 4.07 3.43 -1.87  -0.4900
17 S 3.96 2.39 -0.45  0.9686
18 C 2.39 1.73 -0.51  -0.8305
19 S 1.22 1.79 -1.72  0.9620
20 C 1.86 2.91 -2.93  -0.4931
21 H 3.60 3.59 -3.93  0.1174
22 H 3.74 1.94 -3.40  0.1221
23 H 5.16 3.48 -2.01  0.0835
24 H 3.68 4.42 -1.59  0.0884
25 H 1.86 1.62 0.53  -0.0258
26 H 1.51 3.90 -2.65  0.0851
27 H 1.35 2.58 -3.83  0.0825

Calculated values
- HOMO energy (eV) = -6.655
- orbital gap (Eh) = 0.1904
- E_LUMO (eV) = -1.47
- max |F| (eV Å⁻¹) = 4.20